{
  "formula": "C49H53F7N2O33S2",
  "method": "ωB97M-V/def2-TZVPD",
  "symbols": ["C", "C", "C", "C", "C", "C", "O", "C", "C", "S", "C", "C", "C", "C", "C", "N", "C", "C", "C", "S", "O", "O", "C", "F", "F", "C", "F", "F", "C", "F", "F", "F", "N", "H", "H", "H", "H", "H", "H", "H", "H", "H", "H", "H", "H", "H", "O", "C", "O", "C", "C", "O", "H", "H", "H", "H", "O", "C", "O", "C", "C", "O", "H", "H", "H", "H", "O", "C", "O", "C", "C", "O", "H", "H", "H", "H", "O", "C", "O", "C", "C", "O", "H", "H", "H", "H", "O", "C", "O", "C", "C", "O", "H", "H", "H", "H", "O", "C", "O", "C", "C", "O", "H", "H", "H", "H", "O", "C", "O", "C", "C", "O", "H", "H", "H", "H", "O", "C", "O", "C", "C", "O", "H", "H", "H", "H", "O", "C", "O", "C", "C", "O", "H", "H", "H", "H", "O", "C", "O", "C", "C", "O", "H", "H", "H", "H"],
  "positions_angstrom": [[-3.8944, 2.1359, -0.8703], [-3.5889, 2.4743, -2.0018], [-3.0181, 2.5518, -3.4074], [-3.8420, 2.9511, -4.5548], [-3.2616, 2.9751, -5.8973], [-1.8469, 2.6363, -6.1595], [-1.3150, 2.7040, -7.4356], [-1.0178, 2.2287, -5.0119], [-1.6287, 2.1983, -3.6689], [-0.4932, 1.6400, -2.3510], [0.4885, 0.3747, -3.2050], [0.8067, 0.6680, -4.6214], [1.5674, -0.3118, -5.3947], [1.9813, -1.5619, -4.7482], [2.7605, -2.6077, -5.6415], [1.7078, -3.4046, -6.3513], [1.4471, -4.6060, -5.5047], [1.6681, -1.8458, -3.3458], [0.9007, -0.8762, -2.5293], [0.5429, -1.3906, -0.8286], [-0.4557, -0.6018, -0.1252], [1.7810, -1.3879, -0.0505], [-0.2068, -3.1247, -0.9728], [-1.3230, -3.1469, -0.1374], [-0.7099, -3.3555, -2.2385], [0.7492, -4.2774, -0.4690], [2.0449, -4.1650, -0.8955], [0.2611, -5.4618, -1.0373], [0.6816, -4.5049, 1.1057], [0.6565, -3.3578, 1.8281], [-0.3507, -5.3307, 1.4658], [1.8543, -5.1612, 1.4420], [0.3726, 1.8866, -5.2869], [-4.3716, 1.9548, 0.1103], [-4.9193, 3.2092, -4.4607], [-3.8587, 3.2538, -6.8028], [-0.3645, 2.9321, -7.3590], [1.8155, -0.1059, -6.4593], [3.4422, -3.2490, -5.0223], [3.2958, -1.9983, -6.4198], [2.0436, -3.6852, -7.2741], [1.0551, -4.2522, -4.5185], [0.7149, -5.3190, -5.9605], [2.4309, -5.1610, -5.4173], [2.0306, -2.8250, -2.9617], [0.9650, 2.6675, -4.9387], [4.8391, -4.6005, -4.2568], [5.3444, -3.8802, -3.4482], [5.0580, -2.5597, -3.3144], [5.6790, -2.1095, -2.1120], [6.7918, -3.1016, -1.9218], [6.2772, -4.2772, -2.5458], [6.0421, -1.0884, -2.2204], [4.9450, -2.1409, -1.3025], [7.7113, -2.8048, -2.4322], [7.0143, -3.2846, -0.8711], [2.0957, 4.7319, -0.4609], [2.2410, 3.7794, 0.2466], [1.2864, 3.2814, 1.0758], [1.7646, 2.0277, 1.5433], [3.2527, 2.1484, 1.3994], [3.3841, 3.0543, 0.3153], [1.4665, 1.8511, 2.5756], [1.3454, 1.2467, 0.9080], [3.7245, 2.5763, 2.2880], [3.7322, 1.1979, 1.1686], [8.0689, -5.9686, 0.5731], [7.2688, -6.7222, 0.1147], [5.9338, -6.6749, 0.3711], [5.2971, -7.5773, -0.5286], [6.4003, -8.5392, -0.8731], [7.5712, -7.7407, -0.7337], [4.4483, -8.0667, -0.0519], [4.9421, -7.0179, -1.3981], [6.4589, -9.3777, -0.1742], [6.3141, -8.9289, -1.8867], [2.5153, 0.4704, 5.3487], [1.9442, 1.4702, 5.6588], [1.7160, 1.8599, 6.9387], [1.2189, 3.1980, 6.8926], [0.6393, 3.2952, 5.5120], [1.4363, 2.3683, 4.7701], [0.4749, 3.3631, 7.6697], [2.0524, 3.8886, 7.0464], [-0.4039, 2.9770, 5.4710], [0.7175, 4.2978, 5.0949], [-1.0516, 5.5750, 9.1674], [-1.8738, 4.8480, 8.7072], [-3.1971, 4.8888, 9.0171], [-3.8729, 4.0302, 8.1039], [-2.7904, 3.0806, 7.6738], [-1.6088, 3.8661, 7.8019], [-4.7053, 3.5234, 8.5911], [-4.2583, 4.6291, 7.2745], [-2.7091, 2.2109, 8.3314], [-2.9191, 2.7380, 6.6479], [-1.0650, -6.3242, -6.6833], [-0.9724, -7.2863, -5.9897], [-1.9698, -7.7624, -5.1961], [-1.5549, -9.0351, -4.7102], [-0.0559, -8.9558, -4.8031], [0.1471, -8.0533, -5.8854], [-1.9034, -9.1938, -3.6903], [-1.9742, -9.8128, -5.3536], [0.3980, -8.5350, -3.9019], [0.4022, -9.9220, -5.0117], [1.7235, 4.0520, -5.8837], [2.4776, 4.4854, -5.0599], [3.0910, 5.6898, -5.1361], [3.7098, 5.9297, -3.8706], [3.8924, 4.5440, -3.3215], [2.8215, 3.8241, -3.9278], [4.6537, 6.4592, -3.9933], [3.0387, 6.5374, -3.2594], [4.8398, 4.0925, -3.6276], [3.8186, 4.5107, -2.2350], [-2.2416, 4.8219, 5.2316], [-2.5350, 5.9657, 5.4149], [-3.6523, 6.5579, 4.9274], [-3.7581, 7.8408, 5.5522], [-2.3386, 8.1372, 5.9439], [-1.7890, 6.8356, 6.1413], [-4.1633, 8.5786, 4.8601], [-4.4258, 7.7593, 6.4157], [-1.7790, 8.6401, 5.1507], [-2.2714, 8.7306, 6.8547], [-7.4872, -3.7062, -1.7108], [-6.3435, -3.8470, -1.4147], [-5.8398, -4.9497, -0.7930], [-4.4200, -4.8393, -0.8189], [-4.2023, -3.3584, -0.9553], [-5.3687, -2.9284, -1.6512], [-3.9819, -5.2444, 0.0930], [-4.0369, -5.3997, -1.6759], [-4.1600, -2.8503, 0.0117], [-3.3037, -3.1195, -1.5194], [-5.7105, 7.8233, 7.7359], [-6.6078, 7.0373, 7.7803], [-6.6651, 5.9860, 8.6383], [-7.9744, 5.4303, 8.5411], [-8.4185, 5.8632, 7.1718], [-7.7012, 7.0792, 6.9775], [-7.9461, 4.3467, 8.6491], [-8.5958, 5.8497, 9.3360], [-8.1286, 5.1535, 6.3928], [-9.4929, 6.0318, 7.1139]],
  "forces_ev_per_angstrom": [[-0.7, 0.7, -0.4], [0.9, -1.0, -0.9], [-0.1, 0.2, -0.5], [2.2, -0.6, -1.0], [1.3, -0.4, 0.8], [-0.7, -0.1, 2.5], [-0.4, 0.4, 1.3], [-2.5, 0.6, -0.1], [0.3, -0.1, -1.8], [-0.3, -0.2, -0.6], [-0.1, -0.6, -0.7], [0.9, -2.5, 0.4], [-0.9, -0.3, 2.8], [-0.2, 0.8, 0.7], [-1.3, 1.1, 0.0], [0.5, -0.4, 0.8], [0.5, -0.5, -0.7], [-0.4, 1.8, -1.3], [0.6, -0.2, -3.2], [0.7, 3.2, 1.9], [-0.1, -1.0, -1.7], [-0.6, -1.4, -1.6], [-1.4, -0.5, -0.2], [1.7, 0.0, -0.8], [1.2, 0.2, 1.6], [-0.5, -1.5, -0.8], [-1.6, 0.3, 0.6], [0.6, 1.4, 0.7], [1.4, -0.7, 1.2], [-0.4, -1.4, -1.1], [1.3, 1.5, -0.6], [-1.6, 0.8, -0.4], [-0.5, -0.4, 2.0], [0.8, 0.2, -1.2], [1.1, -0.2, 0.2], [0.5, -0.2, 1.1], [-0.5, -0.5, 0.1], [-0.3, -0.2, 1.0], [-0.6, 0.8, -0.8], [-0.1, -0.7, 0.9], [-0.1, 0.0, 0.5], [0.4, -0.5, -0.7], [0.6, 1.0, 0.3], [-1.1, 0.4, 0.5], [-0.4, 1.0, -0.1], [-0.5, -0.7, -0.6], [0.3, 0.1, 0.4], [0.0, -0.3, -0.2], [0.2, -0.5, -0.1], [-0.1, 0.5, 0.4], [0.6, 0.1, 0.5], [-0.4, 0.1, -0.3], [-0.1, -0.1, -0.2], [0.0, 0.0, 0.0], [-0.1, 0.0, 0.0], [0.0, -0.2, -0.1], [0.1, -0.2, 0.1], [-0.5, 0.3, -0.1], [0.7, 0.6, -0.5], [-0.4, -1.0, 0.5], [0.4, -0.5, 0.5], [-0.2, 0.4, -0.3], [-0.1, 0.2, -0.2], [0.0, -0.1, 0.0], [0.0, 0.0, -0.1], [0.0, 0.1, -0.1], [-0.2, -0.1, -0.2], [0.3, 0.3, 0.1], [0.4, -0.1, -0.1], [-0.6, 0.0, -0.2], [0.0, -0.6, -0.3], [-0.2, 0.3, 0.3], [0.1, 0.2, 0.1], [0.1, 0.0, 0.0], [0.0, 0.1, 0.0], [0.2, 0.1, 0.0], [-0.1, 0.3, 0.0], [0.2, -0.4, 0.0], [0.0, -0.2, -0.6], [0.0, 0.5, 0.6], [-0.5, 0.4, -0.1], [0.3, -0.3, 0.4], [0.3, -0.2, -0.1], [0.0, -0.1, -0.1], [0.1, 0.0, 0.0], [0.0, -0.2, -0.1], [-0.2, -0.2, -0.1], [0.4, 0.4, 0.2], [0.4, -0.1, -0.1], [-0.6, 0.0, -0.1], [-0.1, -0.7, -0.4], [-0.4, 0.3, 0.6], [0.1, 0.2, 0.1], [0.0, 0.0, 0.0], [0.0, 0.1, 0.0], [0.2, 0.2, 0.0], [-0.1, -0.4, 0.2], [-0.1, 0.4, -0.4], [0.4, 0.1, -0.2], [-0.4, -0.4, 0.3], [0.4, -0.4, 0.3], [-0.4, 0.2, 0.0], [-0.1, 0.2, -0.1], [0.0, 0.0, 0.0], [0.0, 0.0, 0.0], [0.1, 0.1, -0.2], [0.5, 0.7, 0.2], [0.0, 0.2, -0.2], [-0.2, -0.5, 0.0], [0.2, 0.5, 0.3], [0.5, -0.1, 0.7], [-0.2, 0.2, -0.6], [-0.1, 0.0, -0.2], [0.0, -0.1, 0.0], [-0.1, 0.0, -0.1], [-0.2, -0.1, -0.1], [-0.2, 0.2, 0.0], [0.1, -0.1, -0.2], [0.5, -0.4, 0.1], [-0.6, 0.5, 0.2], [0.2, 0.7, 0.1], [-0.3, -0.4, -0.3], [0.0, -0.2, -0.1], [0.4, 0.1, -0.4], [0.0, -0.1, 0.0], [0.1, -0.2, 0.0], [0.3, -0.1, 0.1], [-0.5, 0.2, -0.2], [-0.1, 0.4, -0.1], [0.4, -0.4, 0.1], [0.5, 0.4, 0.0], [-0.3, -0.4, 0.1], [-0.2, 0.0, 0.0], [0.0, 0.1, 0.0], [0.0, 0.0, 0.0], [-0.2, 0.1, -0.1], [-0.6, -0.3, 0.4], [0.2, 0.3, 0.0], [0.1, 0.3, -0.4], [-0.3, -0.4, 0.4], [-0.5, -0.3, -0.4], [0.4, 0.0, 0.3], [0.2, 0.1, 0.0], [0.0, 0.0, 0.0], [0.0, 0.0, 0.0], [0.1, 0.2, -0.1]],
  "mulliken_charge": [-0.201, -0.682, 0.635, -0.682, -0.604, 0.171, -0.621, 0.088, 0.470, 0.160, 1.122, -1.051, -1.068, 0.280, -0.634, -0.401, -0.214, -0.580, 0.299, 1.627, -0.650, -0.652, 0.539, -0.272, -0.291, 0.656, -0.133, -0.315, 0.464, -0.156, -0.228, -0.247, 0.211, 0.386, 0.401, 0.352, 0.348, 0.408, -0.246, 0.625, 0.302, -0.025, 0.098, 0.230, 0.346, -0.018, -0.593, 0.609, -0.240, -0.257, -0.423, -0.350, 0.338, 0.163, 0.277, 0.340, -0.584, 0.676, -0.306, 0.952, -0.238, -0.366, 0.030, -0.542, 0.193, 0.316, -0.546, 0.650, -0.277, -0.109, -0.362, -0.325, 0.296, 0.112, 0.267, 0.307, -0.538, 0.503, -0.393, -0.102, -0.053, -0.259, 0.098, 0.250, 0.097, 0.346, -0.560, 0.604, -0.386, -0.035, -0.605, -0.177, 0.432, -0.010, 0.385, 0.303, -0.551, 0.686, -0.322, -0.349, -0.219, -0.304, 0.296, 0.270, 0.208, 0.289, -0.557, 0.567, -0.388, -0.380, -0.047, -0.201, 0.312, 0.277, 0.251, 0.046, -0.462, 0.595, -0.340, 0.152, -0.420, -0.314, 0.334, -0.087, 0.286, 0.324, -0.527, 0.560, -0.367, -0.247, 0.154, -0.340, 0.284, 0.280, 0.200, -0.035, -0.622, 0.652, -0.275, -0.303, -0.331, -0.313, 0.286, 0.269, 0.267, 0.303],
  "smiles": "C#Cc1ccc(O)c2c1Sc1c(cc(CNC)cc1S(=O)(=O)C(F)(F)C(F)(F)C(F)(F)F)N2.O=C1OCCO1.O=C1OCCO1.O=C1OCCO1.O=C1OCCO1.O=C1OCCO1.O=C1OCCO1.O=C1OCCO1.O=C1OCCO1.O=C1OCCO1.O=C1OCCO1",
  "homo_energy_ha": -0.2907
}